1.
A 2-piece molecular cluster, C7H13O4Si overall at a distorted geometry, computed with ωB97M-V with the def2-TZVPD basis set.

Values from the calculation:
Lowest unoccupied orbital energy in hartree: 0.1267
Gap between HOMO and LUMO in Eh: 0.3179
Spin multiplicity: 1
Total charge: -1

```
25
C7H13O4Si, DFT ωB97M-V with the def2-TZVPD basis set
C -0.776 0.544 -1.767
C -0.102 -0.591 -1.349
C -1.242 0.991 -3.071
C 2.448 -0.780 -0.181
C 1.060 0.572 1.504
C -0.016 -1.223 0.080
C 1.233 -0.766 0.820
O -0.369 0.516 -4.029
O -2.131 1.695 -3.429
O 0.697 -1.043 -2.310
O -2.092 1.225 -0.271
Si -3.519 0.613 -0.273
H 2.457 -0.042 -1.089
H 3.476 -0.716 0.315
H 2.348 -1.740 -0.763
H 0.721 1.403 0.908
H 0.408 0.399 2.418
H 1.928 1.050 2.115
H -0.099 -2.305 0.013
H -0.947 -0.779 0.517
H 1.366 -1.498 1.624
H 0.137 -0.287 -3.619
H -3.799 -0.677 0.117
H -4.456 1.315 0.720
H -4.005 0.879 -1.660
```

2.
One molecule with the formula C4H8O2 at a distorted geometry, computed with ωB97M-V with the def2-TZVPD basis set.

Values from the calculation:
Lowest unoccupied orbital energy in hartree: 0.0346
Gap between HOMO and LUMO in Eh: 0.4099
Spin multiplicity: 1
SMILES: C[C@@H](O)[C@H]1CO1
Relative energy (zero: lowest compared OMol25 entry of this formula, charge and spin) in eV: 3.426

```
14
C4H8O2, DFT ωB97M-V with the def2-TZVPD basis set
C 1.476 -0.587 0.688
C 0.531 0.420 0.104
O 1.167 1.549 -0.455
C -0.504 -0.165 -0.808
C -1.868 -0.322 -0.303
O -1.531 0.721 -1.211
H 2.103 -0.997 -0.108
H 2.135 -0.127 1.430
H 0.897 -1.396 1.143
H -0.127 0.923 0.948
H 0.461 1.909 0.168
H -0.131 -0.840 -1.577
H -2.103 0.015 0.709
H -2.502 -1.112 -0.695
```

3.
C22H11Cl8N4O3ReS as an isolated structure at a distorted geometry, computed with ωB97M-V with the def2-TZVPD basis set.

Values from the calculation:
Lowest unoccupied orbital energy (spin up / spin down) in hartree: -0.1800 / -0.1887
Gap between HOMO and LUMO (spin up / spin down) in Eh: 0.2533 / 0.2448
Spin multiplicity: 2
Total charge: +1
<S²>: 0.755
Relative energy (zero: lowest compared OMol25 entry of this formula, charge and spin) in eV: 11.629

```
50
C22H11Cl8N4O3ReS, DFT ωB97M-V with the def2-TZVPD basis set
Re -0.543 0.199 -0.870
N 0.111 3.878 1.558
C -0.215 2.795 0.892
S -0.157 2.636 -0.761
N -0.669 1.792 1.796
N -0.873 0.650 1.367
C -1.173 -0.218 2.485
C -1.372 0.389 3.832
C -0.327 1.047 4.480
C -0.517 1.531 5.762
C -1.742 1.366 6.401
C -2.776 0.703 5.760
C -2.589 0.208 4.476
C -1.132 -1.528 2.409
C -0.872 -2.764 2.742
C -1.837 -3.794 3.126
C -3.096 -4.074 3.013
C -4.528 -1.485 -1.564
N -2.083 0.396 -1.442
H 0.517 4.671 1.086
H 0.090 3.858 2.567
H 0.630 1.163 3.986
H 0.295 2.033 6.271
H -1.884 1.748 7.403
H -3.727 0.567 6.257
H -3.393 -0.317 3.973
H 0.179 -3.025 2.831
H -1.494 -4.643 3.746
H -5.424 -2.058 -1.397
H -4.298 -0.779 -2.346
O 0.558 0.015 -3.794
C 0.191 0.061 -2.732
Cl 2.009 -2.262 -1.420
C 0.394 -2.862 -1.364
C -0.659 -2.002 -0.992
C -1.887 -2.646 -1.079
Cl -3.287 -1.725 -0.407
C -2.170 -3.935 -1.523
Cl -3.762 -4.529 -1.711
C -1.082 -4.730 -1.851
Cl -1.325 -6.334 -2.394
C 0.204 -4.194 -1.746
Cl 1.541 -5.182 -2.145
Cl 3.389 1.349 -1.733
C 3.560 1.276 0.032
Cl 4.154 2.830 0.613
Cl 4.690 -0.018 0.463
C 2.203 0.919 0.720
O 1.990 1.329 1.844
O 1.441 0.183 0.009
```

Calculated values (a.u.) of E for the records, taken in order: -864.9374, -307.5865, -5447.1295.